This record from the OMol25 dataset describes the molecule C4H6O2. The level of theory is ωB97M-V/def2-TZVPD.

```
12
C4H6O2, DFT ωB97M-V/def2-TZVPD
C 1.794 0.821 -1.014
C 0.573 -0.424 0.516
O 0.575 0.613 -0.284
C -0.845 -0.522 1.076
C -1.865 -0.631 -0.041
O -2.451 -1.648 -0.316
H 1.635 0.446 -2.027
H 2.602 0.273 -0.526
H 1.987 1.894 -1.039
H -0.925 -1.396 1.725
H -1.052 0.392 1.651
H -2.019 0.296 -0.630
```

Charge   0
Strongest force on any atom   0.59 eV/Å
2S+1   1
HOMO energy   -8.79 eV
ΔE to the lowest compared entry with this formula, charge and spin   348.1 kJ/mol
Electronic energy   -8336.8531 eV